1.
Here is 13 unconnected molecules or ions with the total composition H26O13 in a non-equilibrium geometry from the Open Molecules 2025 dataset. Energies are from the ωB97M-V functional and the def2-TZVPD basis.

Computed properties:
LUMO level   -0.034 Ha

Geometry as XYZ:
```
39
Properties=species:S:1:pos:R:3:forces:R:3:nbo_charge:R:1
O -2.23337 -0.36247 2.39882 2.18 -1.09 -4.22 -0.96
H -2.58010 -0.56716 3.19096 -2.02 -0.46 4.25 0.49
H -2.06604 0.54639 2.17767 -0.86 0.68 0.49 0.50
O 0.45196 3.04246 -2.15099 -0.25 -0.82 -0.98 -0.94
H 0.57279 3.25680 -1.25558 0.73 1.14 1.97 0.46
H -0.02963 2.21252 -2.03764 -0.50 -0.09 -0.87 0.48
O 3.08527 -2.05201 1.34148 -5.35 -2.39 -1.48 -0.94
H 3.58804 -1.55340 1.87305 2.96 2.87 3.01 0.46
H 2.11590 -1.78539 1.50450 1.91 -0.74 -0.09 0.50
O 2.34362 0.67531 -1.99771 -1.37 0.90 -0.58 -0.96
H 2.24702 0.29040 -2.88611 0.22 0.33 0.30 0.47
H 1.72924 1.46798 -1.99570 1.26 -0.97 -0.14 0.49
O 3.30029 -1.86187 -1.10316 1.15 1.42 -3.73 -0.98
H 2.96253 -2.25883 -0.34205 -0.94 -0.53 1.60 0.49
H 2.79931 -1.07079 -1.38506 0.30 -0.83 0.91 0.47
O 0.47771 -3.07560 -0.53486 -1.81 3.29 -1.14 -0.99
H -0.38968 -3.02470 -1.01764 0.86 -1.24 0.53 0.44
H 0.47319 -1.99453 -0.52609 0.93 -3.42 0.62 0.47
O -0.97045 0.85687 -2.85783 4.81 0.36 2.68 -0.95
H -1.78059 0.85956 -3.20377 -5.10 -0.17 -2.13 0.48
H -0.44693 0.22324 -3.32192 0.42 -0.66 -0.65 0.49
O 2.25612 1.33015 1.20920 -2.60 5.30 -2.93 -0.92
H 2.87287 1.25934 1.82731 4.39 0.00 4.17 0.45
H 1.99518 0.49533 1.08700 -1.99 -5.18 -1.32 0.47
O 0.27039 -1.30118 2.51167 0.12 1.68 3.42 -1.00
H -0.67207 -0.89519 2.53942 1.60 -0.97 -0.10 0.49
H 0.65324 -1.04880 3.46335 -1.25 -0.93 -3.17 0.47
O -3.46123 -1.35048 -0.14404 -1.21 -5.56 1.57 -0.94
H -2.93399 -1.73064 0.59073 -0.66 0.31 -0.66 0.47
H -3.12054 -0.54369 -0.28425 1.54 4.45 -0.91 0.46
O -1.92386 1.88568 1.44336 5.59 -0.02 4.65 -0.95
H -1.09860 2.27210 2.13470 -3.15 -2.09 -2.84 0.51
H -2.11784 2.70890 1.12848 -1.69 3.52 -1.70 0.49
O 0.24973 -0.57516 -0.21483 1.62 -0.45 2.02 -0.89
H -0.52019 -0.46170 0.30243 -1.30 -0.07 1.13 0.48
H 0.08879 -0.13645 -0.99314 -0.45 1.80 -3.14 0.48
O -2.92989 1.09309 -0.78574 -5.24 -1.58 -3.62 -0.92
H -2.24518 1.34269 -0.32308 5.84 1.50 4.22 0.46
H -3.01303 1.83122 -1.36295 -0.72 0.71 -1.16 0.47
```
Forces are in eV/Å.



2.
Here is 13 unconnected molecules or ions with the total composition H26O13 in a non-equilibrium geometry from the Open Molecules 2025 dataset. Energies are from the ωB97M-V functional and the def2-TZVPD basis.

Computed properties:
LUMO level   -0.019 Ha

Geometry as XYZ:
```
39
Properties=species:S:1:pos:R:3:forces:R:3:nbo_charge:R:1
O -1.23384 -5.83708 -4.22611 -0.81 -1.15 -0.62 -0.98
H -1.43897 -4.90455 -4.29575 -0.18 0.11 -0.04 0.47
H -1.87761 -6.26184 -4.85701 1.03 0.69 0.60 0.49
O -4.64275 -5.22002 -8.70156 -0.49 0.80 -0.49 -0.97
H -4.11245 -5.52364 -7.97745 0.67 -0.48 0.83 0.50
H -4.72483 -5.96292 -9.28990 -0.07 -0.34 -0.32 0.48
O -1.78184 -3.11467 -4.24734 -1.80 1.75 1.16 -0.96
H -2.33274 -2.43504 -3.76300 0.83 -1.10 -0.76 0.47
H -0.92858 -2.91271 -3.88678 1.31 -0.05 0.08 0.50
O 1.33396 -3.26310 -5.19128 0.34 0.51 -0.62 -0.99
H 2.27213 -3.45005 -5.33206 -0.11 -0.08 0.32 0.47
H 1.17311 -2.44080 -5.73291 -0.26 -0.67 0.65 0.49
O -4.82875 -2.33129 -4.71920 -0.41 1.66 0.05 -0.92
H -4.70428 -1.38317 -4.48478 -0.36 -0.87 -0.42 0.49
H -4.14562 -2.76548 -4.24124 0.72 -0.74 0.64 0.45
O -2.29001 -6.07378 -6.98845 0.09 -1.11 -0.12 -1.01
H -1.39453 -6.36606 -7.20447 -0.17 0.00 0.05 0.48
H -2.21868 -5.11723 -7.07852 -0.12 0.70 0.21 0.50
O 0.44816 -4.92488 -7.25347 -0.47 -0.26 -1.46 -1.01
H 1.06624 -5.38746 -7.85796 -0.18 0.47 1.25 0.49
H 0.77265 -4.63166 -6.39348 0.68 -0.34 0.20 0.52
O -5.49202 -2.76174 -7.40591 -0.55 1.28 -0.48 -0.98
H -5.18557 -2.84344 -6.51294 0.14 -0.32 0.65 0.48
H -5.35486 -3.58509 -7.85658 0.06 -0.92 -0.24 0.49
O 1.36286 -2.60032 -8.66999 0.83 1.58 -0.25 -0.94
H 1.98036 -2.05601 -8.15043 -0.15 -0.34 -0.54 0.45
H 1.10628 -3.28023 -8.06585 -0.66 -1.19 0.66 0.48
O -4.97646 -5.28565 -5.46219 0.14 0.35 0.28 -0.92
H -4.62417 -4.77345 -4.72988 -0.12 0.42 -0.08 0.45
H -4.83826 -6.15637 -5.10278 -0.04 -0.91 -0.22 0.47
O 0.40978 -1.00475 -6.27984 -1.61 -1.16 -1.14 -0.94
H 1.12745 -0.42895 -6.21989 1.88 1.82 0.59 0.47
H 0.25339 -1.00035 -7.24570 -0.36 -0.33 0.35 0.51
O -2.34377 -3.41587 -6.88483 1.64 0.23 -1.32 -0.93
H -2.53161 -3.12579 -6.01626 -0.73 0.29 1.49 0.48
H -1.39188 -3.16490 -6.90453 -0.80 -0.38 -0.56 0.47
O -3.48086 -2.22984 -9.28482 0.95 0.65 -1.42 -0.96
H -3.54278 -3.17287 -9.24564 0.05 -1.02 -0.13 0.47
H -3.97132 -1.98958 -8.52083 -0.92 0.45 1.16 0.48
```
Forces are in eV/Å.



3.
Here is 13 unconnected molecules or ions with the total composition H26O13 in a non-equilibrium geometry from the Open Molecules 2025 dataset. Energies are from the ωB97M-V functional and the def2-TZVPD basis.

Computed properties:
LUMO level   0.000 Ha

Geometry as XYZ:
```
39
Properties=species:S:1:pos:R:3:forces:R:3:nbo_charge:R:1
O 2.33926 1.77625 -1.09670 2.07 2.25 -0.11 -0.97
H 2.60427 2.69741 -1.39688 -0.22 -1.66 0.74 0.48
H 1.42026 1.79193 -1.29538 -1.47 -0.12 -0.46 0.50
O -3.35532 0.04776 -2.36394 0.46 0.68 0.43 -0.99
H -2.46715 0.55553 -2.46870 -2.74 -0.83 1.26 0.50
H -3.87268 0.27887 -1.50852 2.27 -0.26 -2.23 0.51
O 1.60560 -0.59163 -1.94585 -2.18 -0.14 -1.06 -0.99
H 1.57579 -1.00024 -1.08036 0.83 -0.49 0.38 0.50
H 2.45832 -0.32854 -2.22390 1.42 0.28 0.27 0.49
O -0.21186 1.13923 1.43246 1.74 0.21 0.47 -0.99
H 0.63822 0.66348 1.17987 -1.80 0.92 0.49 0.52
H 0.03169 1.54862 2.28142 0.21 -0.24 -0.24 0.49
O -2.17516 3.05470 2.10800 2.97 -3.49 2.83 -0.92
H -2.31643 3.57731 1.39950 -1.06 3.10 -3.55 0.45
H -1.28721 2.63047 1.84631 -2.15 0.94 0.77 0.47
O -0.54886 -1.19856 0.79128 1.42 -1.81 6.28 -1.00
H -0.60582 -1.08233 -0.08044 -1.35 0.93 -5.48 0.49
H -1.20840 -0.79017 1.35437 -0.22 0.36 -0.85 0.51
O 0.06059 1.55615 -2.54735 -1.77 2.01 -0.81 -1.00
H -0.51864 1.54907 -3.33240 0.58 0.06 0.58 0.48
H 0.44683 0.70663 -2.47924 0.89 -2.28 0.03 0.51
O 2.01144 -1.87428 0.39450 4.01 -2.15 -2.13 -0.96
H 1.29260 -1.84248 0.93914 -3.41 0.08 2.33 0.49
H 2.32042 -2.83109 0.41432 -0.59 1.87 -0.11 0.49
O 2.58352 1.01896 1.67188 2.52 0.84 -2.86 -1.01
H 3.55268 1.44653 1.61810 -3.40 -1.50 0.11 0.49
H 2.35845 0.89413 0.64648 1.30 0.74 2.78 0.50
O -2.53083 1.07785 -0.13345 3.87 1.07 1.47 -0.99
H -3.16245 1.77478 -0.06822 -0.76 0.85 0.27 0.46
H -1.64358 1.52455 0.28299 -3.06 -1.95 -1.38 0.51
O -0.80114 -3.90999 0.34181 -0.19 -1.38 -2.57 -0.97
H -0.66470 -3.59667 1.21162 0.36 1.25 0.77 0.48
H -0.56059 -3.28895 -0.38619 -0.22 -0.22 1.75 0.49
O 1.50802 -1.32674 3.87961 -2.28 -0.46 -1.24 -0.92
H 2.32437 -0.90953 3.77566 2.52 1.01 0.30 0.47
H 1.15432 -1.07217 2.99722 -0.27 -0.47 0.88 0.46
O -1.03596 -1.74440 -1.92981 -2.18 -1.02 -0.76 -0.98
H -1.92683 -1.30326 -1.99637 0.80 0.38 0.36 0.50
H -1.39305 -2.61917 -2.23282 1.07 0.63 0.30 0.48
```
Forces are in eV/Å.



4.
Here is 13 unconnected molecules or ions with the total composition H26O13 from the Open Molecules 2025 dataset. Energies are from the ωB97M-V functional and the def2-TZVPD basis.

Computed properties:
LUMO level   -0.005 Ha

Geometry as XYZ:
```
39
Properties=species:S:1:pos:R:3:forces:R:3:nbo_charge:R:1
O -1.10689 2.13089 3.32245 0.09 0.06 0.01 -0.93
H -0.35443 2.21799 2.72662 -0.04 -0.04 0.10 0.47
H -1.19834 1.18396 3.46399 0.03 0.06 -0.02 0.46
O 1.46230 1.19445 -2.38356 0.40 0.05 0.52 -0.96
H 1.03500 1.23775 -1.50607 -0.03 0.11 -0.63 0.50
H 2.26131 1.73183 -2.29496 -0.22 0.08 -0.04 0.49
O 2.01561 -0.00751 3.10623 -0.01 0.13 -0.22 -0.97
H 1.88301 -0.40818 2.22992 0.14 -0.03 0.33 0.48
H 1.75701 -0.69478 3.72762 -0.06 0.03 -0.05 0.47
O -0.36577 -1.80438 2.03868 0.17 -0.19 -0.24 -0.99
H 0.39406 -1.97377 1.45099 -0.06 0.14 0.34 0.50
H -0.59507 -2.67413 2.38580 -0.07 0.09 -0.04 0.48
O 2.13324 -1.40302 -1.87131 0.14 0.21 -0.30 -1.01
H 2.02949 -1.92461 -2.67506 -0.08 0.04 0.10 0.49
H 2.01369 -0.45860 -2.15648 -0.26 -0.48 0.16 0.52
O -1.59256 2.64333 -1.23099 0.01 0.02 -0.03 -0.97
H -1.45192 1.86895 -0.66741 0.06 0.20 -0.23 0.48
H -2.51966 2.57613 -1.49316 0.07 -0.08 0.16 0.49
O -0.95283 -3.05128 -1.75904 0.05 -0.18 0.22 -0.93
H -0.13333 -2.77961 -1.32847 -0.02 0.10 -0.21 0.47
H -0.96431 -4.01304 -1.69264 0.01 0.10 0.00 0.46
O -2.71758 -0.00532 1.59788 0.11 -0.20 0.18 -0.97
H -1.89929 -0.43381 1.89634 -0.12 -0.11 -0.10 0.50
H -3.42420 -0.52945 1.99297 0.06 0.05 -0.07 0.48
O -3.93784 1.01257 -0.80117 0.11 -0.19 0.18 -0.97
H -4.84235 0.86361 -0.50927 0.06 0.04 -0.03 0.47
H -3.37973 0.64416 -0.08870 -0.34 0.17 -0.20 0.50
O 2.32568 -1.66022 0.80532 -0.29 -0.09 -0.49 -1.03
H 3.27233 -1.50279 0.88735 -0.06 -0.10 0.07 0.49
H 2.16868 -1.71320 -0.17241 0.23 0.23 0.24 0.52
O -0.15811 0.29721 -0.33998 0.25 0.01 0.61 -0.97
H -0.76616 -0.32604 0.08040 0.03 -0.01 -0.18 0.50
H 0.53201 0.47421 0.32123 -0.29 -0.14 -0.02 0.48
O -0.69606 -0.34022 -3.82217 0.02 0.07 -0.03 -0.95
H -1.38799 0.03160 -4.37806 0.02 -0.02 0.08 0.47
H -0.42520 0.38730 -3.24718 0.01 -0.02 -0.09 0.49
O 2.98574 2.26849 0.49093 0.00 -0.04 -0.04 -0.96
H 2.85883 3.09163 0.97701 -0.03 -0.09 -0.05 0.48
H 3.74162 1.84794 0.91635 -0.11 0.03 0.03 0.48
```
Forces are in eV/Å.